Entry 1:
Density functional theory data (ωB97M-V/def2-TZVPD) for a structure of composition C45H120O45S15 at a distorted geometry.

Output
charge	0
highest occupied orbital energy	-7.6435	eV
calculated total energy	-303186.2728	eV
energy relative to the best compared isomer or geometry (same formula, charge and spin)	1939.1	kcal/mol
spin multiplicity	1

Each line ends with the Löwdin charge.
CARTESIAN COORDINATES (ANGSTROEM)
O -2.48 0.68 3.41  -0.474
S -2.01 1.62 4.42  0.871
O -0.82 1.18 5.20  -0.236
O -1.54 2.99 3.57  -0.297
C -2.23 3.32 2.38  -0.234
C -1.91 4.79 2.10  -0.050
C -3.32 2.32 5.52  -0.036
H -3.31 3.29 2.51  0.138
H -2.01 2.66 1.54  0.070
H -2.55 5.28 1.37  0.069
H -0.88 4.91 1.78  0.039
H -2.01 5.35 3.02  0.120
H -3.83 1.57 6.13  0.088
H -4.08 2.77 4.88  0.073
H -2.72 3.04 6.08  0.077
O 1.76 -5.02 -3.32  -0.267
S 0.58 -4.52 -2.62  0.801
O -0.74 -5.16 -2.72  -0.283
O 0.92 -4.34 -0.99  -0.332
C -0.04 -3.72 -0.10  -0.221
C -0.47 -4.78 0.90  -0.054
C 0.28 -2.77 -3.19  -0.130
H -0.91 -3.31 -0.60  0.096
H 0.26 -2.87 0.52  0.069
H 0.32 -5.11 1.57  0.056
H -0.88 -5.64 0.37  0.108
H -1.20 -4.33 1.58  0.056
H 1.23 -2.29 -3.43  0.021
H -0.30 -2.30 -2.39  0.035
H -0.47 -2.78 -3.98  0.087
O -0.58 1.81 -1.92  -0.298
S -0.60 0.85 -3.02  0.863
O -1.85 0.10 -3.30  -0.375
O -0.10 1.61 -4.38  -0.321
C -0.36 1.06 -5.61  -0.277
C -1.46 1.93 -6.24  -0.030
C 0.67 -0.42 -2.83  -0.164
H -0.52 -0.01 -5.52  0.129
H 0.55 1.19 -6.19  0.128
H -1.88 1.38 -7.08  0.080
H -1.07 2.86 -6.65  0.076
H -2.26 2.20 -5.55  0.078
H 0.27 -0.88 -1.93  0.025
H 1.50 0.25 -2.62  0.069
H 0.76 -1.01 -3.75  0.070
O 5.39 -3.29 0.24  -0.281
S 4.77 -3.79 -0.99  0.901
O 4.93 -3.14 -2.29  -0.448
O 5.24 -5.39 -1.08  -0.233
C 5.17 -6.12 -2.27  -0.290
C 6.05 -7.38 -2.15  -0.052
C 2.89 -4.07 -0.75  -0.129
H 5.42 -5.56 -3.17  0.117
H 4.16 -6.44 -2.53  0.114
H 6.47 -7.61 -3.13  0.073
H 5.44 -8.25 -1.92  0.068
H 6.78 -7.33 -1.34  0.077
H 2.38 -3.13 -0.56  -0.031
H 2.77 -4.74 0.10  0.049
H 2.51 -4.43 -1.70  0.035
O 2.36 -5.84 4.01  -0.283
S 2.67 -5.08 2.79  0.749
O 2.24 -5.43 1.44  -0.324
O 2.38 -3.50 3.11  -0.252
C 1.24 -3.02 2.44  -0.178
C 1.08 -1.57 2.99  -0.215
C 4.52 -4.97 2.64  -0.092
H 0.43 -3.46 3.01  0.128
H 1.46 -3.17 1.38  0.088
H 0.52 -0.85 2.39  0.044
H 2.08 -1.16 3.16  0.086
H 0.66 -1.56 4.00  0.154
H 4.89 -4.87 3.66  0.069
H 4.86 -4.17 1.97  -0.009
H 4.95 -5.89 2.24  0.080
O -1.39 -1.16 -0.88  -0.318
S -0.81 -0.51 0.31  0.958
O -0.59 -1.35 1.52  -0.369
O 0.62 0.26 -0.15  -0.333
C 1.88 -0.31 0.36  -0.132
C 2.21 -1.44 -0.62  -0.002
C -1.90 1.04 0.66  -0.146
H 1.94 -0.59 1.41  0.121
H 2.64 0.46 0.27  0.087
H 1.56 -1.50 -1.49  0.059
H 2.24 -2.41 -0.12  0.025
H 3.15 -1.26 -1.14  0.098
H -1.98 1.26 1.72  0.035
H -2.87 0.81 0.23  -0.027
H -1.49 1.84 0.04  0.073
O -2.28 -3.03 -3.28  -0.321
S -3.67 -2.58 -3.09  0.782
O -4.63 -2.83 -4.16  -0.292
O -4.33 -3.16 -1.63  -0.242
C -3.50 -3.27 -0.48  -0.285
C -3.14 -4.77 -0.26  -0.044
C -3.63 -0.77 -2.75  -0.163
H -4.04 -2.78 0.33  0.048
H -2.69 -2.55 -0.63  0.072
H -4.03 -5.35 0.00  0.097
H -2.38 -4.83 0.51  0.000
H -2.59 -5.01 -1.17  0.082
H -3.13 -0.41 -3.65  0.043
H -2.96 -0.66 -1.90  0.022
H -4.64 -0.35 -2.76  0.098
O 2.88 -2.65 -2.57  -0.452
S 3.69 -2.00 -3.61  0.807
O 4.22 -2.65 -4.84  -0.263
O 2.94 -0.56 -4.00  -0.324
C 3.60 0.33 -4.90  -0.194
C 2.85 1.71 -4.67  -0.068
C 5.14 -1.27 -2.71  -0.103
H 3.35 -0.04 -5.90  0.113
H 4.68 0.39 -5.00  0.118
H 1.76 1.68 -4.63  0.034
H 3.21 2.45 -5.39  0.092
H 3.21 2.14 -3.74  0.039
H 5.54 -2.10 -2.14  -0.048
H 4.72 -0.46 -2.12  0.069
H 5.80 -0.82 -3.46  0.072
O -3.56 -4.70 4.80  -0.307
S -4.24 -3.76 3.91  0.719
O -5.67 -3.50 4.03  -0.300
O -3.44 -2.29 4.03  -0.279
C -1.97 -2.30 4.11  -0.144
C -1.51 -0.97 3.59  -0.158
C -3.74 -4.05 2.11  -0.109
H -1.51 -3.03 3.44  0.096
H -1.78 -2.53 5.16  0.136
H -0.43 -0.81 3.53  -0.008
H -1.90 -0.20 4.25  0.025
H -1.91 -0.69 2.62  0.085
H -3.86 -3.05 1.68  0.019
H -4.47 -4.76 1.74  0.086
H -2.73 -4.47 2.12  0.049
O -0.45 3.04 0.39  -0.357
S -0.32 4.20 -0.46  0.813
O -0.47 4.14 -1.88  -0.266
O -1.48 5.26 0.11  -0.532
C -1.21 6.69 -0.26  -0.139
C -2.55 7.51 0.14  -0.032
C 1.23 5.09 -0.04  -0.044
H -1.10 6.84 -1.34  0.098
H -0.35 7.04 0.31  0.117
H -3.46 7.29 -0.41  0.041
H -2.33 8.58 0.15  0.089
H -2.78 7.37 1.20  0.078
H 1.24 6.04 -0.59  0.070
H 2.11 4.56 -0.41  0.079
H 1.45 5.11 1.03  0.056
O 2.51 2.94 4.29  -0.251
S 2.27 3.20 2.89  0.796
O 3.18 4.03 2.08  -0.308
O 1.80 1.81 2.02  -0.393
C 0.58 1.07 2.38  -0.110
C 0.90 0.16 3.64  -0.183
C 0.64 4.04 2.90  -0.109
H 0.26 0.60 1.45  0.054
H -0.26 1.68 2.70  0.095
H -0.07 -0.23 3.95  0.002
H 1.38 0.70 4.46  0.123
H 1.71 -0.49 3.29  -0.049
H 0.75 5.12 3.05  0.103
H 0.10 3.62 3.74  0.077
H 0.18 3.91 1.92  0.008
O 4.81 -2.73 2.34  -0.395
S 5.10 -1.53 3.14  0.808
O 6.43 -0.86 3.19  -0.300
O 3.96 -0.39 2.67  -0.275
C 4.09 0.96 3.02  -0.250
C 4.05 1.65 1.67  -0.083
C 4.56 -1.82 4.92  -0.057
H 5.02 1.17 3.56  0.133
H 3.26 1.19 3.68  0.073
H 4.09 2.73 1.70  0.046
H 3.11 1.35 1.21  0.023
H 4.89 1.47 0.99  0.118
H 5.21 -2.57 5.37  0.070
H 3.51 -2.12 4.88  0.055
H 4.75 -0.90 5.45  0.065
O -3.85 2.39 0.76  -0.412
S -4.46 2.37 -0.57  0.881
O -5.81 1.80 -0.71  -0.229
O -4.44 3.91 -1.18  -0.231
C -3.27 4.75 -0.97  -0.215
C -3.44 6.02 -1.86  -0.055
C -3.27 1.74 -1.82  -0.085
H -2.36 4.32 -1.39  0.078
H -3.07 4.92 0.09  0.086
H -4.31 6.61 -1.60  0.085
H -3.71 5.82 -2.90  0.098
H -2.51 6.58 -1.95  0.053
H -2.33 2.28 -1.92  0.055
H -3.69 1.79 -2.83  0.113
H -3.03 0.72 -1.52  -0.015
O -2.79 -1.63 1.29  -0.339
S -3.73 -0.64 0.80  0.865
O -3.65 -0.10 -0.55  -0.483
O -5.28 -1.03 1.06  -0.200
C -6.28 -0.21 0.51  -0.263
C -6.88 -0.90 -0.72  -0.027
C -3.71 0.82 1.97  -0.170
H -5.85 0.72 0.13  -0.029
H -7.00 0.04 1.29  0.141
H -7.41 -1.81 -0.41  0.083
H -6.14 -1.32 -1.40  0.057
H -7.55 -0.22 -1.25  0.085
H -4.56 1.50 1.85  0.114
H -2.81 1.38 1.73  -0.060
H -3.63 0.41 2.98  0.046
O 3.28 4.25 -3.83  -0.289
S 1.83 4.19 -3.75  0.719
O 0.97 3.68 -4.78  -0.262
O 1.38 3.56 -2.23  -0.377
C 2.14 2.55 -1.66  -0.223
C 1.68 2.28 -0.25  -0.119
C 1.30 5.91 -3.58  -0.088
H 3.19 2.77 -1.86  0.134
H 1.83 1.78 -2.37  0.073
H 2.11 3.02 0.42  0.064
H 1.95 1.28 0.12  0.015
H 0.59 2.27 -0.22  0.020
H 1.78 6.29 -2.69  0.059
H 0.23 5.88 -3.36  0.049
H 1.49 6.36 -4.55  0.083


Entry 2:
Density functional theory data (ωB97M-V/def2-TZVPD) for the ion C9H17FN with charge +1 at a distorted geometry.

Output
charge	+1
highest occupied orbital energy (spin up / spin down)	-12.2880 / -12.0890	eV
calculated total energy	-13804.5564	eV
energy relative to the best compared isomer or geometry (same formula, charge and spin)	80.8	kcal/mol
spin multiplicity	1

Each line ends with the natural charge from an NBO analysis.
CARTESIAN COORDINATES (ANGSTROEM)
C 3.67 -0.72 0.52  -0.317
C 2.68 -0.47 -0.44  0.012
C -2.03 1.22 0.63  -0.599
C -1.39 0.08 -1.58  -0.596
C -2.49 -1.26 0.38  -0.615
C 2.65 -1.16 -1.59  -0.301
C 0.81 0.40 1.12  -0.306
C -1.51 -0.08 -0.01  -0.152
C -0.20 -0.35 0.52  0.476
N 1.81 0.69 -0.16  -0.566
F 0.21 -1.65 0.37  -0.336
H 4.43 -1.53 0.55  0.257
H -1.46 2.13 0.22  0.197
H -3.04 1.48 0.36  0.249
H -1.81 1.23 1.66  0.213
H -0.84 1.01 -1.86  0.198
H -0.66 -0.71 -1.90  0.210
H -2.41 -0.06 -1.98  0.251
H -3.37 -1.17 -0.23  0.225
H -2.32 -2.30 0.03  0.242
H -2.79 -1.31 1.36  0.226
H 3.24 -2.09 -1.62  0.239
H 1.93 -1.00 -2.39  0.213
H 1.50 -0.24 1.67  0.264
H 0.38 1.27 1.50  0.258
H 2.39 1.65 -0.11  0.454
H 1.22 0.79 -0.93  0.423
H 3.60 0.17 1.18  0.182


Among the records above, which one has the lowest calculated total energy?
C45H120O45S15


What is the spin multiplicity in the second record?
1